[1]
Formula: C11H15BO
Source: OMol25
Level of theory: ωB97M-V/def2-TZVPD

Geometry as XYZ:
```
28
Properties=species:S:1:pos:R:3:lowdin_charge:R:1
O -1.91 -3.38 -0.33 -0.34
C 3.65 0.93 0.08 -0.19
C 2.79 -0.20 -0.11 -0.11
C 1.48 -0.10 -0.39 -0.08
C -1.74 -0.38 1.01 -0.24
C -2.34 0.88 0.56 -0.10
C 0.95 -2.39 -1.14 0.14
C -2.29 1.34 -0.68 -0.15
C -2.04 -0.85 2.23 0.10
C 0.57 -1.25 -0.52 -0.21
C 4.92 0.84 0.48 0.02
C -2.93 2.60 -1.14 -0.09
B -0.79 -1.14 0.12 0.14
H 5.54 1.71 0.62 0.05
H -3.50 3.06 -0.34 0.08
H -1.64 -1.79 2.58 0.08
H 5.38 -0.12 0.68 0.06
H -1.76 0.76 -1.44 0.11
H 0.25 -3.21 -1.18 0.06
H 3.22 1.90 -0.11 0.10
H -2.66 -3.26 0.25 -0.10
H -2.67 -0.31 2.91 0.08
H -3.60 2.40 -1.98 0.08
H -2.86 1.45 1.33 0.12
H 1.02 0.88 -0.46 0.11
H -2.18 3.32 -1.49 0.08
H 1.92 -2.51 -1.59 0.09
H 3.23 -1.18 0.02 0.12
```

Charge: 0
Frontier orbital gap (spin up / spin down), Eh: 0.274 / 0.274
Energy above the lowest of the compared OMol25 structures with the same formula, charge and spin, kJ/mol: 0.00
HOMO level (spin up / spin down), eV: -8.340 / -8.340
Total energy, Ha: -528.0339



[2]
Formula: C11H15Br21O2S
Source: OMol25
Level of theory: ωB97M-V/def2-TZVPD

Geometry as XYZ:
```
50
Properties=species:S:1:pos:R:3:lowdin_charge:R:1
Br -1.21 3.72 2.99 0.47
Br -3.24 -3.21 -0.03 0.58
Br -1.46 -3.52 -2.62 0.58
Br 3.55 -2.27 6.15 0.52
Br -1.12 6.65 4.72 0.54
Br 1.49 4.88 4.16 0.55
Br 3.38 -2.25 -1.76 0.57
Br -2.38 4.00 -4.57 0.50
Br 2.33 -3.15 1.21 0.63
Br -0.59 -0.50 -5.66 0.53
Br 5.81 0.08 -1.00 0.50
Br 2.44 -5.51 -1.18 0.52
Br -3.03 -2.52 -5.43 0.47
Br 1.28 -0.45 4.51 0.59
Br 0.80 -1.24 7.63 0.54
Br 3.58 1.09 1.45 0.48
Br -4.89 4.10 -2.50 0.47
Br -2.18 6.08 -2.25 0.50
Br -4.05 -5.52 -2.10 0.50
Br 5.15 3.31 -0.75 0.51
Br -3.51 0.53 -6.62 0.53
S -0.16 -0.02 -1.28 0.69
O 1.16 0.10 -1.91 -0.39
O -1.37 -0.16 -2.05 -0.38
C -2.52 -0.58 -5.32 -1.48
C 3.21 -3.78 -0.48 -1.40
C -0.37 1.17 0.14 -0.19
C 1.63 -1.76 5.92 -1.52
C -0.30 -0.94 1.35 -0.31
C 4.47 1.44 -0.39 -1.39
C -2.84 4.25 -2.67 -1.43
C -0.19 -1.48 -0.06 -0.30
C -2.47 -4.54 -1.29 -1.41
C -0.18 5.48 3.41 -1.46
C -0.97 0.43 1.41 -0.19
H -2.05 0.32 1.40 0.11
H -2.38 3.45 -2.09 -0.04
H -0.82 0.85 2.41 0.05
H 4.21 -4.01 -0.12 -0.04
H -2.70 -0.40 -4.26 -0.04
H 0.67 -1.15 1.80 -0.01
H 0.64 1.55 0.31 0.06
H -0.07 5.98 2.45 -0.02
H -0.98 2.00 -0.23 0.08
H -0.80 -2.34 -0.34 -0.03
H 1.15 -2.68 5.58 -0.03
H 0.81 -1.89 -0.19 -0.03
H 3.61 1.28 -1.05 -0.06
H -0.77 -1.66 2.02 0.11
H -1.77 -5.22 -0.80 -0.01
```

Charge: 0
Frontier orbital gap, Eh: 0.321
Energy above the lowest of the compared OMol25 structures with the same formula, charge and spin, kJ/mol: 250.34
HOMO level, eV: -9.805
Total energy, Ha: -55030.8972



[3]
Formula: C11H15BrN4O8
Source: OMol25
Level of theory: ωB97M-V/def2-TZVPD

Geometry as XYZ:
```
39
Properties=species:S:1:pos:R:3:lowdin_charge:R:1
Br -3.34 2.62 1.02 0.90
O -2.02 0.14 2.12 0.08
O 3.16 -1.72 0.70 0.11
O 3.49 0.46 0.58 0.13
O -6.11 0.74 1.12 -0.01
O 4.26 -0.32 -2.46 0.03
O -1.39 -2.39 0.91 -0.12
O 1.07 2.18 -1.60 0.14
O -1.30 -2.89 -0.44 -0.01
N -7.31 -0.04 2.88 0.14
N -5.01 -0.26 2.83 0.16
N 6.14 0.83 -1.97 0.16
N 5.41 0.65 -4.16 0.15
C -0.28 -0.27 0.59 -0.05
C 2.89 -0.49 0.18 -0.52
C -0.18 -1.67 1.13 -0.13
C -1.75 1.81 0.47 -0.59
C 0.29 1.64 -0.86 -0.31
C 1.79 -0.42 -0.87 -0.04
C -6.14 0.18 2.21 -0.69
C 5.21 0.35 -2.84 -0.66
C 0.56 0.25 -0.32 -0.04
C -0.97 2.31 -0.48 -0.02
C -1.41 0.53 1.15 -0.35
H 0.63 -2.22 0.65 0.11
H 6.92 1.40 -2.25 0.09
H 2.21 0.21 -1.65 0.10
H -8.16 0.28 2.44 0.10
H 1.56 -1.39 -1.31 0.14
H 2.76 -2.41 0.16 0.10
H 4.73 0.31 -4.81 0.10
H -0.03 -1.68 2.21 0.15
H -1.19 3.25 -0.99 0.12
H 6.17 1.21 -4.49 0.09
H -2.14 -2.58 -0.79 0.11
H -4.12 -0.05 2.40 0.05
H -7.36 -0.49 3.78 0.09
H 5.97 0.67 -0.99 0.10
H -5.02 -0.70 3.74 0.09
```

Charge: 0
Frontier orbital gap, Eh: 0.296
SMILES string: O=C(O)CC1=C(COO)C(=O)C(Br)=CC1=O.NC(N)=O.NC(N)=O
HOMO level, eV: -9.604
Total energy, Ha: -3823.0993



[4]
Formula: C11H15ClGaIrNO2S2
Source: OMol25
Level of theory: ωB97M-V/def2-TZVPD

Geometry as XYZ:
```
34
Properties=species:S:1:pos:R:3:lowdin_charge:R:1
Ir 2.18 -1.77 -3.15 1.14
Ga 0.95 0.24 0.00 -0.11
Cl 2.63 -1.08 0.28 0.17
S -1.18 -0.36 -0.61 0.66
S -0.46 0.83 3.21 0.64
O -0.09 -0.07 4.26 -0.30
O 0.07 2.18 3.26 -0.32
N -0.26 0.17 1.68 -0.24
C -4.40 1.70 3.45 -0.11
C 1.05 -1.78 -4.59 -0.36
C -4.84 0.98 2.33 -0.11
C 3.17 -3.39 -2.62 -0.37
C -1.42 -0.11 1.07 -0.78
C 1.37 2.17 0.11 -0.21
C -3.04 1.65 3.83 -0.05
C -2.59 0.23 1.86 -0.23
C -2.21 0.91 3.01 -0.25
C -3.95 0.26 1.54 -0.05
C 3.59 -0.36 -3.21 -0.36
H 0.06 -2.29 -4.75 -0.05
H 3.78 -3.28 -1.72 -0.01
H -5.91 0.98 2.07 0.10
H 2.46 -4.22 -2.53 0.00
H 3.10 0.45 -3.78 0.00
H 1.56 -1.31 -5.49 -0.03
H 0.48 2.62 0.56 0.00
H 3.91 -0.04 -2.19 -0.02
H -4.36 -0.30 0.70 0.10
H -2.62 2.12 4.73 0.12
H 3.83 -3.55 -3.50 -0.01
H -5.10 2.30 4.01 0.08
H 1.62 2.66 -0.85 -0.01
H 2.21 2.27 0.82 0.01
H 4.40 -0.82 -3.81 0.00
```

Charge: -1
<S²>: 6.03
Frontier orbital gap (spin up / spin down), Eh: 0.176 / 0.243
2S+1: 5
HOMO level (spin up / spin down), eV: -2.491 / -5.735
Total energy, Ha: -3918.9612



[5]
Formula: C11H15ILuNO6PS
Source: OMol25
Level of theory: ωB97M-V/def2-TZVPD

Geometry as XYZ:
```
37
Properties=species:S:1:pos:R:3:lowdin_charge:R:1
Lu -5.13 -3.28 1.02 1.92
I 4.43 1.76 -0.92 1.29
S 1.53 2.80 -0.31 0.54
P 3.24 -0.90 1.43 0.53
O -1.87 0.43 -2.09 0.04
O 0.53 3.06 0.66 -0.22
O 2.60 -2.33 1.35 -0.06
O 0.92 1.99 -1.54 -0.16
O 2.24 3.91 -0.83 -0.25
O 4.62 -0.97 0.73 -0.12
N 3.48 -0.53 2.97 0.04
C -0.46 0.14 -2.24 -0.04
C -4.23 0.39 0.62 0.01
C -3.35 0.80 -0.37 0.10
C -2.73 -1.45 -0.87 0.06
C -3.61 -1.88 0.11 -0.27
C -2.60 -0.09 -1.13 -0.25
C 2.14 0.29 0.58 -0.42
C 2.77 1.69 0.41 -0.71
C -4.40 -0.95 0.88 -0.19
C 1.56 -0.22 -0.75 -0.14
C 0.41 0.72 -1.13 -0.31
H 5.19 -1.69 1.07 0.14
H 1.12 -1.20 -0.60 0.11
H -4.78 1.14 1.16 0.15
H -5.15 -1.19 1.68 0.06
H 1.29 0.41 1.26 0.13
H -0.19 0.89 -0.23 0.14
H 1.66 -2.33 1.19 0.09
H -0.28 -0.92 -2.36 0.14
H 3.02 0.32 3.28 0.04
H -0.17 0.62 -3.16 0.16
H -3.71 -2.99 0.28 -0.09
H 2.32 -0.24 -1.52 0.11
H -3.24 1.85 -0.57 0.16
H 2.99 2.13 1.38 0.09
H -2.18 -2.18 -1.45 0.15
```

Charge: +3
Frontier orbital gap, Eh: 0.055
HOMO level, eV: -16.242
Total energy, Ha: -3205.7533



[6]
Formula: C11H15IN3
Source: OMol25
Level of theory: ωB97M-V/def2-TZVPD

Geometry as XYZ:
```
30
Properties=species:S:1:pos:R:3:lowdin_charge:R:1
I -1.81 2.16 -4.14 0.42
N -0.46 1.83 0.40 0.14
N -1.00 0.38 3.48 0.20
N -2.60 2.64 0.05 0.22
C 1.05 -1.57 -0.01 0.05
C -1.62 1.78 -0.16 -0.16
C -2.05 -2.00 0.90 -0.01
C -1.05 -0.38 2.51 -0.09
C 3.18 -2.24 -1.00 -0.03
C 0.43 0.72 0.08 -0.18
C 2.58 0.13 -0.89 -0.01
C 0.09 -0.61 0.42 -0.13
C 2.25 -1.19 -0.62 -0.25
C -1.04 -0.95 1.32 -0.25
C 1.64 1.11 -0.53 0.00
H -2.53 3.33 0.70 0.10
H -1.77 0.96 -0.92 0.16
H -0.38 2.68 -3.60 -0.34
H -3.40 2.46 -0.54 0.14
H -2.64 -2.21 1.82 0.11
H -0.28 2.55 0.99 0.13
H -1.53 -2.71 0.37 0.05
H 1.83 2.25 -0.69 0.15
H 3.83 -1.87 -1.66 0.05
H 0.68 -2.57 0.19 0.13
H 3.62 -2.68 -0.17 0.08
H 2.75 -3.06 -1.47 0.08
H -0.47 0.10 4.20 0.02
H 3.51 0.48 -1.35 0.13
H -2.80 -1.55 0.32 0.05
```

Charge: +1
Frontier orbital gap, Eh: 0.325
Energy above the lowest of the compared OMol25 structures with the same formula, charge and spin, kJ/mol: 290.38
HOMO level, eV: -11.771
Total energy, Ha: -889.8064